22
Properties=species:S:1:pos:R:3:forces:R:3:lowdin_charge:R:1 method="wB97M-V/def2-TZVPD" relative_energy_kj_mol=90.25 homo_energy_ev=-9.06 total_energy_ev=-33172.04791 smiles=CSS.O.O.O.O.O lumo_ev=0.06
C 2.165 -1.672 0.383 -0.4577 0.2649 0.3045 -0.482
S 2.339 -1.409 -1.383 0.0328 -0.1887 -0.9464 0.363
S 1.041 0.037 -2.060 0.8158 0.6109 0.6339 0.291
H 3.015 -1.206 0.867 -0.1516 0.1580 0.2945 0.018
H 2.244 -2.755 0.519 -0.2508 0.1473 0.0470 0.032
H 1.214 -1.264 0.785 0.6694 -0.2993 -0.1841 0.030
H 1.832 1.155 -1.828 -0.7143 -0.7540 -0.1398 -0.156
H 0.754 0.917 2.781 -0.0892 0.3430 -0.5282 0.008
H 2.098 1.367 2.071 -0.4711 0.2377 0.0098 0.035
O 1.675 0.699 2.614 0.5581 -0.5945 0.4002 -0.062
H -1.416 -2.882 -1.444 0.0679 0.1767 -0.0951 0.029
H -0.737 -2.572 -0.090 0.0644 0.2159 -0.0473 0.010
O -1.165 -3.262 -0.601 -0.1196 -0.3711 0.1468 -0.050
H -1.923 1.176 2.141 0.2713 -0.0465 -0.7334 0.052
H -1.283 1.215 0.673 -0.0836 0.4687 0.2770 -0.013
O -1.218 0.839 1.565 -0.1182 -0.3714 0.6073 -0.073
H -0.988 2.528 -1.536 0.0076 -0.4270 -0.0556 0.036
H -1.418 3.393 -0.407 0.0148 0.1599 0.3107 0.056
O -0.843 2.645 -0.590 -0.0443 0.3376 -0.2209 -0.073
H -3.162 0.503 -1.140 0.1459 -0.1307 0.0103 0.047
H -1.746 0.013 -1.501 0.3865 -0.2941 0.3070 -0.036
O -2.478 0.533 -1.818 -0.5340 0.3568 -0.3982 -0.062